Density functional theory data (wB97M-V/def2-TZVPD) for a molecular structure, C4H8B2F8ORb.

Results
**Total charge**: -1
**Maximum force**: 0.0254 Eh/bohr
**HOMO-LUMO gap**: 9.13 eV
**Energy**: -30089.17738 eV
**HOMO**: -7.6 eV
**Energy relative to the best compared isomer or geometry (same formula, charge and spin)**: 1.0203 eV

Each line ends with the Mulliken charge.
Atoms and positions in Å:
Rb 0.890 -1.010 -1.717  1.00
B -1.055 -2.983 -3.616  0.57
F -1.023 -3.195 -2.231  -0.37
F -1.055 -4.254 -4.242  -0.40
F -2.086 -2.144 -3.989  -0.35
F 0.187 -2.355 -3.993  -0.46
B -2.828 -0.325 -0.582  0.60
F -2.529 -1.626 -0.142  -0.40
F -3.701 -0.336 -1.689  -0.39
F -3.428 0.388 0.479  -0.41
F -1.621 0.318 -0.947  -0.38
C 2.051 0.987 2.532  -0.37
C 2.038 2.270 1.715  -0.47
C 0.819 2.071 0.776  -0.56
O 0.646 0.660 0.670  -0.28
C 0.905 0.141 1.965  -0.53
H 1.910 1.156 3.603  0.30
H 2.997 0.443 2.480  0.19
H 2.906 2.371 1.065  0.25
H 1.904 3.127 2.369  0.27
H 0.908 2.594 -0.173  0.40
H -0.089 2.465 1.245  0.27
H 1.208 -0.892 1.779  0.29
H 0.046 0.131 2.642  0.25

Forces on atoms 1 to 6 (eV/Å):
Rb -0.95 -0.12 0.04
B 0.11 -0.77 -0.40
F 0.25 0.29 0.32
F -0.33 0.44 -0.07
F 0.02 -0.29 -0.09
F 0.44 0.36 0.09

=====

Density functional theory data (wB97M-V/def2-TZVPD) for a molecular structure, C55H42BBiBrF2N7OP2.

Results
**Maximum force**: 0.0626 Eh/bohr
**HOMO-LUMO gap**: 6.65 eV
**Energy**: -170767.33768 eV
**HOMO**: -7.1 eV
**Energy relative to the best compared isomer or geometry (same formula, charge and spin)**: 0.0000 eV

Each line ends with the Mulliken charge.
Atoms and positions in Å:
Bi 0.274 0.419 -1.255  0.55
C -1.158 3.232 -3.422  -1.01
P -1.377 3.124 -1.635  0.96
C -1.000 4.902 -1.175  -0.03
C -0.558 5.095 0.136  0.39
C -0.131 6.389 0.509  -0.42
C -0.324 7.474 -0.307  -0.70
C -0.790 7.279 -1.582  -0.75
C -1.030 5.983 -2.029  -0.28
C -3.202 3.001 -1.525  0.76
C -3.848 1.985 -2.208  -0.39
C -5.209 1.852 -2.126  -0.54
C -5.949 2.701 -1.264  -0.75
C -5.288 3.718 -0.635  -0.45
C -3.917 3.855 -0.753  -0.66
C -1.117 1.879 -4.058  -0.18
C -1.476 1.533 -5.368  -1.16
C -0.989 0.215 -5.605  -1.15
C -0.343 -0.157 -4.428  0.29
C 0.601 -1.299 -4.326  -0.58
P 0.689 -1.929 -2.601  0.92
C -0.486 -3.309 -2.611  0.79
C -0.242 -4.384 -3.462  -0.40
C -1.203 -5.371 -3.596  -0.83
C -2.367 -5.338 -2.848  -0.63
C -2.594 -4.278 -1.986  -1.28
C -1.649 -3.245 -1.852  -0.62
C 2.303 -2.828 -2.556  0.97
C 3.482 -2.277 -3.068  -0.76
C 4.617 -3.054 -3.084  -0.69
C 4.660 -4.283 -2.487  -0.94
C 3.554 -4.800 -1.917  -0.70
C 2.325 -4.101 -1.982  -0.64
N -0.414 0.840 -3.513  0.05
H -0.229 3.754 -3.645  0.71
H -1.865 3.874 -3.891  0.53
H -0.470 4.263 0.885  -0.23
H 0.227 6.553 1.546  0.31
H -0.121 8.452 0.041  0.45
H -0.949 8.126 -2.248  0.39
H -1.181 5.829 -3.097  0.33
H -3.285 1.275 -2.820  0.04
H -5.668 1.041 -2.724  0.39
H -7.036 2.620 -1.254  0.39
H -5.859 4.463 -0.084  0.43
H -3.430 4.688 -0.268  0.41
H -1.979 2.208 -6.039  0.49
H -1.151 -0.436 -6.468  0.45
H 1.624 -0.996 -4.590  0.49
H 0.249 -2.169 -4.942  0.35
H 0.572 -4.412 -4.141  0.58
H -1.041 -6.165 -4.336  0.39
H -3.098 -6.172 -2.884  0.35
H -3.529 -4.214 -1.469  0.52
H -1.896 -2.415 -1.276  0.88
H 3.469 -1.279 -3.561  0.34
H 5.542 -2.671 -3.549  0.36
H 5.470 -4.879 -2.644  0.52
H 3.534 -5.734 -1.362  0.48
H 1.412 -4.462 -1.480  0.53
Br 5.100 3.367 2.431  -0.19
C 3.501 3.515 3.461  -0.41
C 3.392 3.115 4.778  -0.31
C 2.186 3.211 5.482  -0.59
C 1.106 3.782 4.854  0.73
C 1.171 4.248 3.549  -0.13
C 2.348 4.064 2.821  -0.41
N -0.076 4.074 5.728  -0.37
N -1.202 3.585 5.529  -0.50
C -1.470 2.818 4.350  -0.07
C -2.456 3.193 3.546  -0.79
C -2.740 2.445 2.327  -0.12
C -1.935 1.435 1.872  -0.38
O -2.226 0.905 0.683  -0.44
C -0.809 1.074 2.776  0.18
N 0.067 0.048 2.379  0.16
C 0.824 -0.457 3.298  0.38
C 0.854 -0.062 4.639  -1.57
C 0.168 1.029 5.005  -0.75
C -0.685 1.687 4.037  0.85
H 4.270 2.821 5.320  0.48
H 2.103 2.998 6.560  0.42
H 0.313 4.724 3.067  0.27
H 2.437 4.465 1.804  0.51
H -3.143 3.977 3.873  0.44
H -3.555 2.788 1.736  0.69
H 1.482 -1.236 2.984  0.35
H 1.509 -0.574 5.309  0.47
H 0.057 1.342 6.060  0.63
N 1.331 -9.346 4.013  -0.50
C 1.501 -8.339 3.474  0.00
C 1.577 -7.094 2.778  0.55
C 2.842 -6.664 2.269  -1.13
C 2.968 -5.378 1.764  -0.58
C 1.870 -4.475 1.808  0.90
C 0.682 -4.904 2.308  -0.01
C 0.501 -6.225 2.754  -1.08
N 2.005 -3.186 1.298  1.06
C 3.216 -2.491 1.196  -0.60
C 2.902 -1.317 0.590  -1.54
N 1.564 -1.271 0.307  1.40
C 1.083 -2.388 0.749  -1.48
H 3.665 -7.372 2.286  0.43
H 3.881 -4.968 1.348  0.35
H -0.137 -4.226 2.407  0.57
H -0.407 -6.472 3.268  0.44
H 4.090 -2.852 1.672  0.80
H 3.544 -0.435 0.345  0.41
H -0.002 -2.640 0.722  0.21
F -1.733 -1.462 0.618  -0.05
B -1.894 -0.292 -0.141  0.57
F -2.801 -0.553 -1.174  -0.27

Forces on atoms 1 to 6 (eV/Å):
Bi -0.08 0.22 -0.18
C 0.67 -0.60 -0.50
P 0.04 0.87 0.27
C 0.20 -1.57 0.94
C 0.72 0.66 0.69
C -0.47 -1.19 1.75

=====

Density functional theory data (wB97M-V/def2-TZVPD) for a molecular structure, C29H49IrN3O2P2.

Results
**Multiplicity**: 5
**Total charge**: +1
**Maximum force**: 0.0204 Eh/bohr
**HOMO-LUMO gap (spin up / spin down)**: 7.48 / 5.62 eV
**Energy**: -60840.91466 eV
**HOMO (spin up / spin down)**: -9.5 / -10.3 eV
**Energy relative to the best compared isomer or geometry (same formula, charge and spin)**: 3.7575 eV

Each line ends with the Löwdin spin population.
Atoms and positions in Å:
Ir 0.127 0.004 0.229  1.73
C 3.688 2.045 2.133  0.00
C 3.890 1.762 0.647  0.02
C 4.716 2.856 -0.016  0.01
P 2.234 1.437 -0.165  0.11
C 2.652 1.528 -1.985  0.02
C 3.584 0.388 -2.384  0.00
C 1.353 1.484 -2.782  0.02
C 1.186 2.915 0.042  0.26
C 1.351 4.229 0.392  0.00
C 0.341 5.196 0.521  0.28
C 0.778 6.598 0.805  0.04
C -1.069 5.000 0.464  -0.01
C -1.774 3.857 0.634  0.22
C -1.054 2.576 0.924  0.07
N -1.726 1.328 1.014  0.35
C -3.003 1.139 0.589  0.06
C -3.554 1.624 -0.630  0.09
C -2.673 2.186 -1.703  0.02
C -4.899 1.434 -0.884  -0.01
C -5.733 0.755 0.000  0.11
C -7.190 0.581 -0.271  0.02
C -5.159 0.174 1.129  -0.01
C -3.825 0.338 1.430  0.08
C -3.238 -0.266 2.669  0.01
H 4.655 2.209 2.603  0.00
H 3.213 1.197 2.622  0.00
H 3.075 2.931 2.285  0.00
H 4.436 0.815 0.559  0.00
H 4.171 3.794 -0.065  0.00
H 5.021 2.577 -1.020  0.00
H 5.616 3.016 0.572  0.00
H 3.139 2.492 -2.158  0.00
H 3.138 -0.576 -2.145  0.00
H 4.542 0.450 -1.875  0.00
H 3.772 0.423 -3.456  0.00
H 0.735 0.635 -2.466  0.02
H 1.565 1.380 -3.844  0.00
H 0.783 2.400 -2.637  0.00
H 2.362 4.591 0.516  -0.01
H 1.830 6.755 0.576  0.00
H 0.627 6.798 1.868  0.02
H 0.179 7.317 0.252  0.01
H -1.647 5.910 0.355  0.00
H -2.850 3.864 0.662  0.01
H -1.783 1.564 -1.810  0.01
H -2.333 3.197 -1.482  0.01
H -3.210 2.203 -2.646  0.00
H -5.316 1.807 -1.810  0.00
H -7.577 1.400 -0.872  0.00
H -7.745 0.533 0.664  0.00
H -7.372 -0.352 -0.808  0.01
H -5.789 -0.400 1.794  0.00
H -3.988 -0.836 3.211  0.00
H -2.857 0.518 3.324  0.00
H -2.410 -0.924 2.398  0.00
N 0.354 0.374 2.562  0.07
N 0.323 1.744 2.891  0.02
C -0.384 2.762 2.318  0.01
O -0.499 3.782 2.959  0.02
O -0.070 2.398 -0.137  0.14
H -0.443 -0.104 2.988  0.00
H 1.215 -0.032 2.928  0.00
H 0.574 1.982 3.850  0.00
C -0.372 -3.723 1.901  0.00
C 0.233 -3.712 0.501  0.00
P -0.219 -2.221 -0.501  0.08
C -2.032 -2.449 -0.805  0.03
C -2.483 -3.656 -1.618  0.01
C 0.574 -2.577 -2.145  0.02
C 0.796 -4.024 -2.576  0.00
H -0.053 -4.618 2.432  0.00
H -1.459 -3.732 1.866  0.00
H -0.050 -2.854 2.470  0.00
H -0.080 -4.606 -0.042  0.00
H 1.323 -3.727 0.580  0.00
H -2.376 -1.531 -1.290  0.01
H -2.496 -2.470 0.184  0.00
H -2.182 -3.565 -2.658  0.00
H -3.569 -3.717 -1.592  0.00
H -2.090 -4.586 -1.216  0.00
H 1.541 -2.067 -2.128  0.00
H -0.046 -2.058 -2.882  0.00
H 1.471 -4.542 -1.900  0.00
H 1.249 -4.027 -3.566  0.00
H -0.132 -4.582 -2.634  0.00

Forces on atoms 1 to 6 (eV/Å):
Ir 0.38 -0.42 0.06
C 0.07 -0.08 -0.12
C -0.38 -0.24 0.11
C -0.08 -0.15 -0.06
P 0.44 0.15 -0.68
C -0.20 -0.14 0.20

=====

Density functional theory data (wB97M-V/def2-TZVPD) for 8 unconnected molecules or ions with the total composition C16H48O8.

Results
**Maximum force**: 0.0191 Eh/bohr
**HOMO-LUMO gap**: 9.92 eV
**Energy**: -33748.34740 eV
**HOMO**: -9.6 eV
**SMILES string**: CCO.CCO.CCO.CCO.CCO.CCO.CCO.CCO
**Energy relative to the best compared isomer or geometry (same formula, charge and spin)**: 2.1539 eV

Each line ends with the Mulliken charge.
Atoms and positions in Å:
C -0.963 0.033 -4.503  -0.22
C 0.211 -0.246 -5.424  -0.28
O 0.498 -1.639 -5.545  -0.54
H -1.248 1.085 -4.578  0.24
H -0.728 -0.164 -3.454  -0.30
H -1.816 -0.592 -4.760  0.34
H 1.109 0.307 -5.134  0.07
H -0.067 0.054 -6.436  0.36
H 0.909 -1.939 -4.728  0.32
C 2.687 0.095 4.783  -0.34
C 2.782 0.127 6.308  -0.47
O 4.010 0.680 6.776  -0.52
H 2.769 1.124 4.422  -0.07
H 1.758 -0.359 4.448  0.21
H 3.528 -0.479 4.392  0.26
H 2.672 -0.862 6.747  0.36
H 1.938 0.732 6.679  0.26
H 4.047 1.597 6.495  0.29
C 1.754 -3.238 0.179  -0.72
C 2.534 -2.610 1.323  -0.20
O 1.676 -2.142 2.357  -0.51
H 2.434 -3.497 -0.635  0.32
H 0.969 -2.561 -0.149  -0.01
H 1.277 -4.165 0.509  0.32
H 3.072 -1.741 0.916  0.11
H 3.237 -3.282 1.808  0.37
H 1.194 -1.377 2.009  0.41
C -0.775 -0.084 -0.542  -0.06
C -0.287 0.889 0.495  -0.17
O 0.717 0.272 1.305  -0.36
H -1.151 -1.029 -0.152  -0.03
H 0.062 -0.392 -1.180  -0.03
H -1.527 0.400 -1.161  -0.06
H -1.101 1.176 1.170  0.41
H 0.081 1.798 0.009  0.16
H 0.923 0.884 2.026  -0.01
C 1.850 3.625 2.310  -1.00
C 1.037 3.391 3.547  -0.19
O 0.252 2.212 3.386  -0.44
H 2.584 2.819 2.201  0.24
H 2.401 4.557 2.436  0.40
H 1.292 3.664 1.376  0.21
H 0.404 4.264 3.747  0.39
H 1.716 3.285 4.400  0.24
H -0.249 2.054 4.191  0.24
C -3.711 1.943 -2.196  -0.57
C -4.646 1.748 -3.357  -0.34
O -4.299 0.488 -3.945  -0.49
H -3.688 1.033 -1.595  -0.01
H -3.967 2.794 -1.567  0.39
H -2.701 2.085 -2.586  0.14
H -4.490 2.527 -4.116  0.29
H -5.706 1.795 -3.091  0.33
H -4.702 0.429 -4.816  0.28
C 2.412 1.368 -2.392  -0.44
C 3.392 0.388 -2.998  -0.50
O 3.211 -0.926 -2.464  -0.44
H 2.598 2.409 -2.679  0.43
H 2.455 1.401 -1.302  0.20
H 1.411 1.135 -2.762  -0.10
H 4.426 0.717 -2.827  0.35
H 3.305 0.335 -4.084  0.28
H 3.809 -1.030 -1.720  0.25
C -3.751 -2.606 0.617  -0.67
C -4.507 -3.915 0.676  -0.45
O -5.728 -3.835 1.392  -0.53
H -2.692 -2.724 0.380  0.16
H -3.815 -2.004 1.525  0.34
H -4.150 -1.960 -0.177  0.23
H -3.920 -4.688 1.177  0.32
H -4.658 -4.306 -0.338  0.26
H -6.360 -3.327 0.875  0.30

Forces on atoms 1 to 6 (eV/Å):
C 0.23 0.10 0.21
C -0.35 -0.38 -0.29
O 0.11 0.11 0.16
H -0.10 -0.04 -0.01
H 0.10 -0.04 -0.03
H -0.04 0.07 -0.11